# 1
Molecular formula: C43H48N6O4PS4SiTi
Method: DFT, ωB97M-V with the def2-TZVPD basis set

Each line ends with the Mulliken spin population.
Positions of all 108 atoms, in Å:
Ti (1.11, 0.62, 0.22)  0.93
S (1.79, 2.91, 1.04)  -0.03
S (-1.09, -1.54, 1.44)  0.00
S (1.45, -1.43, -1.21)  -0.01
S (-1.35, -4.29, 2.58)  0.00
P (-2.06, -0.76, -2.45)  0.00
Si (0.28, 4.80, 3.68)  0.00
O (0.18, 0.22, 4.05)  0.00
O (-0.53, 3.26, -1.69)  0.00
O (4.29, -1.34, 5.02)  0.00
O (3.08, 0.12, 0.68)  -0.01
N (-1.28, 2.17, -2.11)  0.00
N (2.23, -0.63, 4.47)  0.00
N (1.62, 0.04, 2.29)  0.03
N (-0.47, 1.70, 0.96)  0.03
N (0.03, -3.79, 0.49)  0.00
N (1.86, 1.09, -1.69)  0.01
C (-1.27, -1.11, -5.13)  0.00
C (-4.32, -4.08, -1.30)  0.00
C (-1.33, -1.68, -3.86)  0.00
C (0.17, 2.69, 1.63)  0.01
C (-0.62, -2.86, -3.64)  0.00
C (2.04, -0.14, -2.21)  0.00
C (-2.51, 2.22, 2.03)  -0.01
C (-5.06, -3.54, -0.26)  0.00
C (2.85, -0.21, 1.88)  -0.01
C (-3.31, 0.26, -3.39)  0.00
C (-3.43, -3.28, -2.02)  0.00
C (-5.27, 0.28, -4.82)  0.00
C (-1.83, 3.17, 2.80)  0.01
C (-0.47, 4.61, 5.39)  0.00
C (-4.24, 2.34, -4.18)  0.00
C (-4.91, -2.19, 0.06)  0.00
C (-3.26, 1.66, -3.45)  0.00
C (3.23, 0.80, -4.06)  0.00
C (3.94, -0.82, 2.71)  0.01
C (1.25, -0.10, 3.61)  0.00
C (-4.32, -0.41, -4.09)  0.00
C (-0.25, 6.43, 2.95)  0.00
C (5.00, 1.46, 3.14)  0.00
C (-0.56, -1.72, -6.16)  0.00
C (-4.01, -1.41, -0.64)  0.00
C (5.21, 0.04, 2.63)  0.00
C (0.10, -2.92, -5.93)  0.00
C (-0.24, -5.60, 1.99)  0.00
C (3.11, -3.25, 2.43)  0.00
C (-3.25, -1.94, -1.69)  0.00
C (-0.73, -3.15, 1.39)  0.00
C (4.22, -2.23, 2.14)  0.00
C (3.52, -0.95, 4.16)  0.00
C (3.11, 2.06, -3.46)  0.00
C (2.13, 4.75, 3.84)  0.00
C (2.70, -0.31, -3.44)  0.00
C (-5.23, 1.66, -4.86)  0.00
C (-1.79, 1.49, 1.14)  0.00
C (0.07, -5.24, 0.54)  0.00
C (-2.26, 2.54, -2.83)  0.00
C (2.42, 2.15, -2.28)  0.01
C (-0.49, 3.44, 2.62)  0.00
C (0.07, -3.48, -4.66)  0.00
H (0.12, 6.54, 1.92)  0.00
H (-1.34, 6.51, 2.91)  0.00
H (2.27, 3.10, -1.78)  0.00
H (0.65, -3.40, -6.73)  0.00
H (0.13, 7.27, 3.53)  0.00
H (5.16, -2.57, 2.58)  0.00
H (0.08, 2.86, -1.04)  -0.01
H (-3.57, 2.04, 2.16)  0.00
H (1.06, -5.59, 0.24)  0.00
H (0.39, -3.27, -0.29)  0.00
H (-0.53, -1.26, -7.14)  0.00
H (4.68, 1.47, 4.18)  0.00
H (-1.78, -0.17, -5.33)  0.00
H (-5.48, -1.76, 0.87)  0.00
H (4.24, 1.99, 2.55)  0.00
H (-2.89, -3.72, -2.85)  0.00
H (-6.04, -0.27, -5.35)  0.00
H (-0.37, 3.58, 5.74)  0.00
H (-4.20, 3.42, -4.22)  0.00
H (2.63, 5.01, 2.91)  0.00
H (3.55, 2.94, -3.91)  0.00
H (2.42, 5.48, 4.61)  0.00
H (-0.60, -3.29, -2.64)  0.00
H (5.92, 2.03, 3.07)  0.00
H (-5.76, -4.15, 0.29)  0.00
H (-2.23, 0.72, 0.51)  0.01
H (3.06, -3.49, 3.49)  0.00
H (5.98, -0.46, 3.21)  0.00
H (-2.39, 3.72, 3.55)  0.00
H (2.78, -1.30, -3.86)  0.00
H (0.61, -4.40, -4.46)  0.00
H (4.35, -2.12, 1.07)  0.00
H (-4.45, -5.12, -1.57)  0.00
H (-4.35, -1.49, -4.05)  0.00
H (3.29, -4.17, 1.88)  0.00
H (-1.53, 4.87, 5.41)  0.00
H (-3.89, -0.37, -0.38)  0.00
H (-0.67, -5.66, -0.14)  0.00
H (0.05, 5.26, 6.10)  0.00
H (-2.39, 3.61, -3.01)  0.00
H (2.13, -2.86, 2.13)  0.00
H (1.95, -0.71, 5.44)  0.00
H (5.52, 0.06, 1.58)  0.00
H (-5.97, 2.22, -5.43)  0.00
H (2.48, 3.77, 4.15)  0.00
H (0.66, -5.60, 2.60)  0.00
H (3.75, 0.69, -5.00)  0.00
H (-0.73, -6.57, 2.07)  0.00

Properties
Lowest unoccupied orbital energy (spin up / spin down)   -0.10 / 0.03 eV
Spin multiplicity   2
Calculated total energy   -146129.46850 eV
Relative energy (zero: lowest compared OMol25 entry of this formula, charge and spin)   84.3 kJ/mol
E_HOMO (spin up / spin down)   -0.27728 / -0.28468 hartree


# 2
Molecular formula: C5H7ClS
Method: DFT, ωB97M-V with the def2-TZVPD basis set

Each line ends with the natural charge from an NBO analysis.
Positions of all 14 atoms, in Å:
Cl (1.02, -2.06, -0.22)  -0.07
S (-1.84, -0.93, -0.94)  0.14
C (1.14, 0.73, -1.06)  -0.43
C (-1.07, 0.33, 0.08)  -0.33
C (-1.60, -0.76, 0.78)  -0.52
C (1.48, -0.29, -0.04)  -0.18
C (0.37, 0.65, 0.26)  -0.25
H (-1.60, 1.23, 0.14)  0.23
H (-2.49, -0.77, 1.59)  0.23
H (0.67, 1.53, 0.99)  0.24
H (2.26, -0.24, 0.59)  0.22
H (1.82, 1.76, -1.05)  0.23
H (0.71, 0.37, -2.06)  0.26
H (-0.87, -1.57, 0.95)  0.24

Properties
Lowest unoccupied orbital energy   0.78 eV
SMILES   Cl[C@H]1C[C@H]1[C@@H]1CS1
Calculated total energy   -28652.92980 eV
Relative energy (zero: lowest compared OMol25 entry of this formula, charge and spin)   256.9 kJ/mol
E_HOMO   -0.31205 hartree


# 3
Molecular formula: C31H42BrFeN3O4SSb
Method: DFT, ωB97M-V with the def2-TZVPD basis set

Each line ends with the Mulliken spin population.
Positions of all 84 atoms, in Å:
Sb (1.42, -1.82, 1.18)  0.05
Br (6.07, -2.45, -3.94)  0.00
Fe (0.24, -0.04, -0.59)  3.67
S (-2.23, 1.65, -2.79)  0.01
O (-2.05, 2.52, -3.91)  0.00
O (-0.19, -1.34, -2.09)  0.07
O (-1.08, 1.24, -2.00)  0.02
O (-1.71, -1.09, -0.51)  0.08
N (2.03, 1.17, -1.26)  0.05
N (0.13, 1.67, 0.57)  -0.01
N (-2.82, 0.34, -3.51)  0.00
C (0.19, 3.82, 2.25)  0.01
C (2.68, -0.73, 2.64)  0.00
C (4.91, -1.12, -3.25)  0.00
C (1.08, 3.71, 1.19)  0.00
C (3.57, -1.07, -3.76)  0.00
C (-3.45, -0.85, -2.89)  0.00
C (-4.85, 2.26, 0.23)  0.00
C (-0.75, 1.73, 1.57)  0.03
C (-5.29, 3.93, -1.33)  0.00
C (0.30, -2.65, 4.05)  0.00
C (-6.79, 3.78, 0.68)  0.00
C (-3.85, 1.68, -0.53)  0.00
C (3.01, 0.45, -1.97)  0.03
C (-3.54, 2.28, -1.75)  0.00
C (-2.43, -1.97, -2.58)  0.00
C (2.62, -0.34, -3.05)  -0.01
C (2.63, -3.61, 0.48)  0.01
C (-0.05, -2.71, 2.58)  0.01
C (-1.40, -2.03, 2.44)  -0.01
C (-5.58, 3.37, -0.12)  0.00
C (5.29, -0.34, -2.18)  0.00
C (1.06, 2.64, 0.40)  0.03
C (3.74, -3.13, -0.46)  0.00
C (4.11, -0.37, 2.11)  0.01
C (-4.22, 3.43, -2.13)  0.00
C (1.55, -4.56, -0.03)  0.00
C (1.94, 0.41, 3.29)  0.00
C (-0.65, 2.75, 2.49)  0.00
C (4.33, 0.39, -1.55)  -0.01
C (2.14, 2.22, -0.58)  -0.01
C (-1.40, -1.52, -1.65)  -0.03
H (1.83, 4.48, 1.00)  0.00
H (-0.06, -3.76, 2.22)  0.00
H (-1.79, -2.14, -3.48)  0.00
H (4.67, 0.90, -0.64)  0.00
H (-4.22, -1.25, -3.64)  0.00
H (2.34, 1.44, 3.04)  0.00
H (4.37, -2.42, 0.07)  0.00
H (3.15, -3.94, 1.36)  0.00
H (-1.36, 2.84, 3.29)  0.00
H (-5.93, 4.71, -1.68)  0.00
H (-3.95, -0.46, -1.94)  0.00
H (0.25, 4.71, 2.91)  0.00
H (-5.17, 1.69, 1.14)  0.00
H (0.53, -1.61, 4.31)  0.00
H (3.30, -1.78, -4.56)  0.00
H (0.76, -3.99, -0.54)  0.00
H (1.56, -0.28, -3.35)  0.00
H (6.32, -0.39, -1.78)  0.00
H (-0.53, -3.09, 4.65)  0.00
H (-4.14, 3.92, -3.13)  0.00
H (-1.37, 0.89, 1.73)  -0.01
H (0.95, 0.51, 2.92)  0.00
H (1.15, -5.18, 0.70)  0.00
H (-1.66, -1.66, 1.44)  0.01
H (3.02, 2.88, -0.65)  0.00
H (-1.41, -1.17, 3.07)  0.00
H (-7.56, 3.01, 0.92)  0.00
H (1.24, -3.22, 4.27)  0.00
H (4.74, -1.23, 1.79)  0.00
H (1.96, 0.46, 4.40)  0.00
H (4.61, 0.11, 2.98)  0.00
H (-3.37, 0.79, -0.22)  0.00
H (-2.66, 0.27, -4.46)  0.00
H (4.42, -3.92, -0.80)  0.00
H (2.87, -1.49, 3.42)  0.00
H (3.29, -2.59, -1.29)  0.00
H (4.01, 0.19, 1.22)  0.00
H (-7.33, 4.57, 0.14)  0.00
H (-2.90, -2.84, -2.21)  0.00
H (-6.49, 4.31, 1.55)  0.00
H (1.96, -5.26, -0.75)  0.00
H (-2.14, -2.73, 2.85)  0.00

Properties
Net charge   +1
Lowest unoccupied orbital energy (spin up / spin down)   -3.56 / -3.64 eV
Spin multiplicity   5
Calculated total energy   -167285.06723 eV
E_HOMO (spin up / spin down)   -0.39195 / -0.40818 hartree


# 4
Molecular formula: C6H16NO
Method: DFT, ωB97M-V with the def2-TZVPD basis set

Each line ends with the natural charge from an NBO analysis.
Positions of all 24 atoms, in Å:
O (0.27, -0.96, 3.11)  -0.76
N (0.76, 0.80, 1.44)  -0.68
C (-0.28, -0.35, -0.50)  -0.26
C (-0.35, -1.34, 1.88)  -0.09
C (-0.52, 1.25, -2.57)  -0.61
C (-1.16, 0.64, -1.32)  -0.39
C (1.14, -0.55, -0.99)  -0.65
C (-0.40, -0.08, 1.00)  -0.04
H (0.30, -1.72, 3.70)  0.50
H (0.46, 1.68, -2.36)  0.20
H (0.22, -2.11, 1.36)  0.19
H (-1.30, 0.49, 1.21)  0.23
H (-0.79, -1.31, -0.61)  0.24
H (-0.25, 0.45, -3.26)  0.21
H (-1.16, 1.96, -3.08)  0.24
H (-1.36, -1.62, 2.16)  0.21
H (1.62, 0.25, 1.34)  0.44
H (0.89, 1.57, 0.78)  0.44
H (0.75, 1.12, 2.41)  0.47
H (1.75, -1.17, -0.33)  0.21
H (-1.39, 1.52, -0.68)  0.19
H (1.18, -1.07, -1.94)  0.26
H (1.74, 0.34, -1.19)  0.21
H (-2.10, 0.20, -1.56)  0.23

Properties
Net charge   +1
Lowest unoccupied orbital energy   -3.27 eV
SMILES   CC[C@@H](C)[C@H]([NH3+])CO
Calculated total energy   -10012.45397 eV
Relative energy (zero: lowest compared OMol25 entry of this formula, charge and spin)   82.8 kJ/mol
E_HOMO   -0.54864 hartree


# 5
Molecular formula: C29H21ClIrN3O6STe4
Method: DFT, ωB97M-V with the def2-TZVPD basis set

Each line ends with the Mulliken spin population.
Positions of all 66 atoms, in Å:
Ir (-0.81, -0.29, -1.76)  0.02
Te (-0.05, -0.56, -4.27)  -0.02
Te (-2.37, -1.77, -3.03)  -0.04
Te (-3.63, 1.85, -6.32)  0.01
Te (-2.40, -0.35, -5.67)  0.01
Cl (-4.32, 0.88, 4.61)  0.02
S (2.49, -1.31, -2.27)  0.00
O (-0.20, -2.16, -0.81)  0.02
O (0.02, -3.62, 0.88)  0.00
O (-3.48, 1.21, -0.72)  0.00
O (3.58, -0.80, -3.06)  0.00
O (1.57, -2.22, -2.90)  0.00
O (-5.00, 1.27, 0.82)  0.00
N (-0.25, 1.84, -1.71)  -0.02
N (-4.04, 0.76, 0.26)  0.00
N (1.57, -0.11, -1.68)  0.00
C (0.39, 4.52, -1.40)  0.00
C (-2.80, -3.09, 1.49)  -0.01
C (2.79, 3.93, -1.38)  0.00
C (-2.28, -0.97, 0.50)  -0.03
C (-2.52, 2.02, 2.93)  -0.11
C (-1.18, 2.75, -1.66)  0.00
C (3.39, 1.59, -1.56)  0.00
C (3.74, 2.95, -1.44)  0.00
C (4.39, -1.73, -0.34)  0.00
C (2.07, 1.18, -1.61)  0.02
C (3.21, -4.10, 0.52)  0.00
C (2.65, -3.40, -0.54)  0.00
C (3.24, -2.22, -0.96)  0.00
C (1.07, 2.21, -1.61)  -0.02
C (-3.56, -0.54, 0.77)  -0.03
C (1.43, 3.56, -1.46)  0.02
C (-1.91, -2.26, 0.82)  -0.01
C (4.36, -3.63, 1.14)  0.00
C (-0.41, 0.97, 2.29)  0.02
C (4.95, -2.44, 0.71)  0.00
C (-0.75, -0.12, 3.14)  0.19
C (-2.81, 0.93, 3.74)  0.21
C (-0.58, -2.72, 0.30)  0.00
C (-4.46, -1.35, 1.43)  0.01
C (-1.92, -0.14, 3.85)  -0.10
C (-0.91, 4.12, -1.51)  0.00
C (-1.34, 2.04, 2.22)  0.19
C (-4.07, -2.63, 1.82)  0.00
C (0.75, 0.94, 1.50)  0.44
H (-1.41, -0.31, 0.26)  0.08
H (2.73, -5.00, 0.87)  0.00
H (5.84, -2.07, 1.19)  0.00
H (-2.18, -0.98, 4.48)  0.00
H (0.64, 5.56, -1.28)  0.00
H (-4.77, -3.27, 2.33)  0.00
H (4.85, -0.82, -0.69)  0.00
H (-5.45, -0.97, 1.63)  0.00
H (-1.12, 2.88, 1.57)  0.01
H (1.74, -3.73, -1.01)  0.00
H (-1.73, 4.83, -1.48)  0.00
H (1.41, 0.09, 1.52)  0.01
H (4.79, 3.21, -1.40)  0.00
H (4.18, 0.86, -1.64)  0.00
H (4.79, -4.18, 1.96)  0.00
H (-0.07, -0.97, 3.20)  0.00
H (-3.23, 2.83, 2.84)  0.00
H (1.01, 1.78, 0.87)  0.10
H (3.06, 4.97, -1.26)  0.00
H (-2.47, -4.09, 1.75)  0.00
H (-2.20, 2.41, -1.77)  0.00

Properties
Net charge   -1
Lowest unoccupied orbital energy (spin up / spin down)   1.24 / 1.09 eV
Spin multiplicity   2
Calculated total energy   -102536.29676 eV
Relative energy (zero: lowest compared OMol25 entry of this formula, charge and spin)   258.2 kJ/mol
E_HOMO (spin up / spin down)   -0.14885 / -0.14824 hartree


Question: calculated total energy of number 3 (C31H42BrFeN3O4SSb)?
Answer: -167285.06723 eV


Question: Which of these has the lowest calculated total energy?
Answer: C31H42BrFeN3O4SSb


Question: Which of these has the lowest calculated total energy?
Answer: C31H42BrFeN3O4SSb


Question: What is the calculated total energy in the fifth record?
Answer: -102536.29676 eV